1.
The following is a DFT calculation (the ωB97M-V functional and the def2-TZVPD basis) of a cluster of 2 separate species, C17H27N3O6 in total.

Computed properties:
- ΔE to the lowest compared entry with this formula, charge and spin: 29.89 kcal/mol
- Structure (SMILES): CNC(=O)[C@H](CCC(N)=O)NC(C)=O.COc1cc(CCO)ccc1O
- E_tot: -1279.73802 hartree
- Charge: 0
- Highest occupied orbital energy: -0.2897 Eh
- Gap between HOMO and LUMO: 8.5 eV
- Max |F|: 1.971 eV/A

Element x y z (Å)
C  -3.99  0.25  -0.93
N  -2.76  0.97  -0.61
C  -1.64  0.40  -0.13
O  -1.59  -0.81  0.04
C  -0.38  1.25  0.16
C  -0.03  1.26  1.66
C  -1.05  1.96  2.59
C  -0.74  3.43  2.90
N  -1.36  3.99  3.91
O  0.06  4.10  2.27
N  -0.27  2.61  -0.41
C  -1.13  3.63  -0.38
C  -0.62  4.93  -0.96
O  -2.27  3.57  0.06
H  -3.86  -0.33  -1.84
H  -4.23  -0.44  -0.11
H  -4.81  0.96  -1.05
H  -2.77  1.98  -0.66
H  0.42  0.68  -0.31
H  0.04  0.22  1.99
H  0.96  1.70  1.81
H  -2.06  1.88  2.18
H  -1.05  1.42  3.54
H  -2.04  3.48  4.45
H  -1.14  4.95  4.07
H  0.64  2.84  -0.78
H  -1.40  5.69  -0.89
H  0.25  5.26  -0.38
H  -0.33  4.79  -2.00
C  -0.65  -1.56  -3.02
O  0.57  -2.17  -3.47
C  1.47  -2.62  -2.52
C  1.38  -2.31  -1.15
C  2.32  -2.78  -0.22
C  2.21  -2.38  1.23
C  1.00  -3.03  1.89
O  1.01  -2.69  3.28
C  3.37  -3.58  -0.68
C  3.48  -3.90  -2.03
C  2.55  -3.41  -2.95
O  2.71  -3.73  -4.28
H  -1.16  -2.20  -2.30
H  -0.44  -0.59  -2.57
H  -1.31  -1.41  -3.88
H  0.58  -1.68  -0.77
H  2.13  -1.30  1.31
H  3.12  -2.69  1.76
H  0.08  -2.66  1.43
H  1.03  -4.12  1.77
H  1.79  -3.06  3.72
H  4.11  -3.96  0.02
H  4.31  -4.51  -2.37
H  3.51  -4.26  -4.40

2.
The following is a DFT calculation (the ωB97M-V functional and the def2-TZVPD basis) of a structure of composition C17H27N4O7P2Ti.

Computed properties:
- 2S+1: 3
- ΔE to the lowest compared entry with this formula, charge and spin: 0.52 kcal/mol
- E_tot: -2942.36178 hartree
- Charge: -1
- Expectation value of S²: 2.004
- Highest occupied orbital energy (spin up / spin down): -0.0845 / -0.1476 Eh
- Gap between HOMO and LUMO (spin up / spin down): 4.5 / 6.2 eV
- Max |F|: 0.703 eV/A

Element x y z (Å)
Ti  -0.15  -0.31  0.51
C  0.57  1.88  1.93
C  -0.72  1.65  2.47
C  -0.72  0.37  3.04
C  0.57  -0.20  2.89
C  1.38  0.74  2.19
C  2.85  0.63  1.93
C  1.01  -1.49  3.51
C  -1.85  -0.32  3.75
C  -1.84  2.65  2.43
C  1.03  3.18  1.34
H  3.16  1.29  1.12
H  3.14  -0.39  1.65
H  3.45  0.91  2.81
H  2.05  -1.71  3.28
H  0.40  -2.33  3.17
H  0.93  -1.45  4.60
H  -2.03  -1.31  3.34
H  -2.79  0.25  3.68
H  -1.65  -0.44  4.82
H  -2.74  2.26  2.92
H  -2.12  2.92  1.41
H  -1.57  3.57  2.96
H  1.85  3.03  0.63
H  1.40  3.87  2.11
H  0.23  3.69  0.81
O  -2.55  0.44  0.49
P  -2.86  -0.58  -0.76
O  -3.95  -0.07  -1.61
O  -1.45  -0.78  -1.31
O  -3.28  -1.93  0.00
P  -2.12  -2.99  0.54
O  -1.52  -3.51  -0.87
O  -2.76  -4.09  1.27
O  -1.07  -2.13  1.22
H  -3.01  0.22  1.30
H  -1.31  -2.70  -1.37
N  1.81  -3.32  -1.86
C  2.25  -3.80  -0.64
C  1.94  -2.83  0.26
N  1.33  -1.78  -0.37
C  1.26  -2.10  -1.64
H  1.81  -3.82  -2.73
H  2.69  -4.77  -0.53
H  2.07  -2.84  1.33
H  0.77  -1.52  -2.40
C  2.87  0.94  -1.70
C  1.53  1.57  -1.81
N  0.48  1.30  -1.08
C  -0.53  2.14  -1.52
C  -0.06  2.95  -2.50
N  1.25  2.56  -2.70
H  2.83  0.18  -0.92
H  3.64  1.67  -1.43
H  3.17  0.46  -2.64
H  -1.52  2.10  -1.09
H  -0.53  3.72  -3.08
H  1.89  2.96  -3.36

3.
The following is a DFT calculation (the ωB97M-V functional and the def2-TZVPD basis) of an isolated molecule of C17H27N5O3.

Computed properties:
- ΔE to the lowest compared entry with this formula, charge and spin: 78.78 kcal/mol
- Structure (SMILES): CCCCn1cc([C@]2(C)COCCN2C(=O)[C@@H]2ON=C(C)[C@H]2C)nn1
- E_tot: -1163.42578 hartree
- Charge: 0
- Highest occupied orbital energy: -0.3368 Eh
- Gap between HOMO and LUMO: 9.8 eV
- Max |F|: 0.121 eV/A

Element x y z (Å)
C  3.37  -3.12  3.85
C  3.76  -2.75  2.42
C  2.55  -2.60  1.51
C  2.95  -2.22  0.09
N  1.80  -2.09  -0.78
C  0.98  -1.03  -0.94
C  0.00  -1.48  -1.79
C  -1.18  -0.76  -2.39
C  -2.46  -1.57  -2.18
C  -1.03  -0.68  -3.92
O  -0.05  0.22  -4.37
C  -0.40  1.52  -3.95
C  -0.35  1.61  -2.45
N  -1.24  0.61  -1.83
C  -1.62  0.76  -0.52
O  -2.08  -0.14  0.16
C  -1.40  2.14  0.11
O  0.02  2.33  0.26
N  0.28  2.92  1.51
C  -0.79  2.92  2.20
C  -0.82  3.46  3.58
C  -1.96  2.26  1.52
C  -3.28  3.02  1.61
N  0.27  -2.77  -2.09
N  1.35  -3.14  -1.47
H  4.25  -3.23  4.48
H  2.73  -2.36  4.29
H  2.83  -4.07  3.87
H  4.33  -1.81  2.43
H  4.43  -3.51  2.01
H  1.98  -3.53  1.48
H  1.88  -1.83  1.91
H  3.49  -1.28  0.08
H  3.59  -2.99  -0.35
H  1.15  -0.09  -0.44
H  -2.45  -2.41  -2.87
H  -2.55  -1.95  -1.17
H  -3.33  -0.95  -2.40
H  -0.75  -1.67  -4.27
H  -2.00  -0.41  -4.34
H  0.33  2.21  -4.38
H  -1.40  1.78  -4.33
H  0.68  1.45  -2.12
H  -0.65  2.61  -2.14
H  -1.80  2.94  -0.52
H  -1.14  2.69  4.28
H  0.17  3.82  3.86
H  -1.53  4.29  3.65
H  -2.09  1.26  1.94
H  -3.61  3.10  2.64
H  -3.19  4.02  1.19
H  -4.05  2.49  1.05

4.
The following is a DFT calculation (the ωB97M-V functional and the def2-TZVPD basis) of an isolated molecule of C17H27N5O3.

Computed properties:
- ΔE to the lowest compared entry with this formula, charge and spin: 78.53 kcal/mol
- Structure (SMILES): CCCCn1cc([C@]2(C)COCCN2C(=O)[C@@H]2ON=C(C)[C@H]2C)nn1
- E_tot: -1163.42618 hartree
- Charge: 0
- Highest occupied orbital energy: -0.3380 Eh
- Gap between HOMO and LUMO: 9.9 eV
- Max |F|: 0.055 eV/A

Element x y z (Å)
C  -5.61  -0.40  2.71
C  -5.15  -0.96  1.37
C  -4.06  -0.10  0.73
C  -3.61  -0.67  -0.61
N  -2.59  0.15  -1.23
C  -1.26  0.14  -1.02
C  -0.78  1.18  -1.78
C  0.62  1.72  -1.94
C  0.74  3.10  -1.28
C  0.94  1.96  -3.42
O  1.08  0.79  -4.19
C  2.14  0.01  -3.68
C  1.82  -0.44  -2.27
N  1.57  0.72  -1.39
C  1.73  0.59  -0.04
O  1.25  1.36  0.78
C  2.56  -0.60  0.46
O  1.76  -1.78  0.26
N  1.90  -2.62  1.38
C  2.52  -1.99  2.29
C  2.79  -2.62  3.61
C  2.85  -0.56  1.94
C  4.27  -0.12  2.29
N  -1.84  1.75  -2.41
N  -2.93  1.13  -2.07
H  -6.38  -1.02  3.16
H  -4.77  -0.35  3.41
H  -6.01  0.61  2.60
H  -4.78  -1.98  1.50
H  -6.00  -1.03  0.69
H  -4.43  0.92  0.57
H  -3.20  -0.03  1.40
H  -3.21  -1.67  -0.50
H  -4.44  -0.71  -1.31
H  -0.78  -0.58  -0.38
H  0.24  3.82  -1.94
H  0.27  3.13  -0.31
H  1.79  3.38  -1.18
H  0.12  2.53  -3.85
H  1.86  2.55  -3.48
H  2.25  -0.86  -4.32
H  3.07  0.59  -3.69
H  0.94  -1.08  -2.30
H  2.65  -1.03  -1.89
H  3.49  -0.70  -0.11
H  2.33  -2.04  4.41
H  2.40  -3.63  3.64
H  3.87  -2.65  3.81
H  2.13  0.09  2.44
H  4.43  -0.14  3.37
H  5.01  -0.76  1.82
H  4.43  0.91  1.96

5.
The following is a DFT calculation (the ωB97M-V functional and the def2-TZVPD basis) of a structure of composition C17H27NO4.

Computed properties:
- ΔE to the lowest compared entry with this formula, charge and spin: 456.09 kcal/mol
- E_tot: -1019.00495 hartree
- Charge: 0
- Highest occupied orbital energy: -0.3055 Eh
- Gap between HOMO and LUMO: 9.2 eV
- Max |F|: 17.776 eV/A

Element x y z (Å)
C  1.71  1.95  5.23
C  1.91  1.10  4.32
C  0.89  0.60  3.48
C  -0.38  1.18  3.44
C  -0.77  2.24  4.35
C  0.41  2.50  5.20
H  0.30  3.23  5.93
H  -1.77  2.44  4.47
C  -1.52  0.62  2.41
N  -0.92  0.62  1.11
C  -1.77  -0.46  0.26
H  -1.67  -0.08  -0.86
H  -2.92  0.10  0.36
C  -1.39  -1.82  0.47
H  -1.93  -2.09  1.34
O  -1.88  -2.58  -0.65
C  -1.22  -2.46  -1.82
H  -1.89  -3.07  -2.55
C  -0.07  -3.49  -1.55
O  1.26  -2.73  -1.38
C  1.89  -2.34  -2.51
C  1.50  -1.58  -3.58
O  1.11  -0.29  -2.89
C  0.41  0.55  -3.76
C  -0.18  1.89  -3.02
O  -0.62  2.00  -1.77
C  0.25  1.97  -0.78
C  -0.69  1.75  0.64
H  0.02  2.42  1.23
H  -1.48  2.47  0.31
H  0.67  0.73  -0.71
H  0.87  2.61  -0.75
H  -0.50  2.61  -3.70
H  1.07  2.59  -3.02
H  -0.73  0.22  -3.92
H  0.70  0.61  -4.61
H  0.27  -1.85  -3.90
H  2.33  -1.36  -4.33
H  2.84  -1.86  -2.00
H  2.42  -3.42  -3.01
H  0.06  -4.07  -0.80
H  0.40  -4.16  -2.69
H  -1.02  -1.61  -2.24
H  -0.28  -1.75  0.31
H  -2.39  1.23  2.44
H  -1.75  -0.23  2.87
H  1.20  0.03  2.56
H  2.97  0.81  4.15
H  2.28  2.20  5.92

6.
The following is a DFT calculation (the ωB97M-V functional and the def2-TZVPD basis) of an isolated molecule of C17H27NO4S.

Computed properties:
- ΔE to the lowest compared entry with this formula, charge and spin: 0.63 kcal/mol
- Structure (SMILES): Cc1ccc(CS(=O)(=O)CCC(=O)NCCCOC(C)C)cc1
- E_tot: -1417.89711 hartree
- Charge: 0
- Highest occupied orbital energy: -0.3296 Eh
- Gap between HOMO and LUMO: 9.6 eV
- Max |F|: 1.007 eV/A

Element x y z (Å)
C  0.52  3.27  -2.96
C  0.46  2.92  -1.51
C  -0.55  2.11  -1.01
C  -0.58  1.75  0.32
C  0.41  2.19  1.19
C  0.43  1.70  2.59
S  1.17  0.02  2.60
O  0.45  -0.82  1.66
O  1.21  -0.45  3.96
C  2.90  0.20  2.02
C  3.22  -0.98  1.14
C  2.50  -0.81  -0.20
O  2.52  0.25  -0.80
N  1.93  -1.93  -0.69
C  1.12  -1.90  -1.89
C  -0.34  -1.59  -1.61
C  -1.00  -2.66  -0.72
O  -2.41  -2.64  -0.76
C  -3.05  -1.52  -0.16
C  -4.53  -1.65  -0.51
C  -2.85  -1.47  1.36
C  1.41  3.02  0.70
C  1.43  3.39  -0.63
H  0.84  4.31  -3.10
H  1.25  2.63  -3.46
H  -0.45  3.13  -3.44
H  -1.33  1.75  -1.68
H  -1.36  1.10  0.70
H  -0.56  1.57  3.02
H  1.06  2.29  3.26
H  2.95  1.12  1.44
H  3.51  0.26  2.91
H  2.92  -1.91  1.63
H  4.29  -1.01  0.93
H  1.76  -2.69  -0.05
H  1.23  -2.87  -2.39
H  1.54  -1.12  -2.53
H  -0.39  -0.62  -1.12
H  -0.89  -1.54  -2.56
H  -0.74  -3.66  -1.10
H  -0.63  -2.56  0.30
H  -2.65  -0.59  -0.60
H  -4.93  -2.55  -0.07
H  -5.08  -0.79  -0.14
H  -4.64  -1.71  -1.59
H  -3.45  -0.66  1.77
H  -1.81  -1.29  1.62
H  -3.17  -2.41  1.80
H  2.17  3.40  1.37
H  2.21  4.03  -1.00

7.
The following is a DFT calculation (the ωB97M-V functional and the def2-TZVPD basis) of a structure of composition C17H28As2F5N2PdS.

Computed properties:
- ΔE to the lowest compared entry with this formula, charge and spin: 8.23 kcal/mol
- E_tot: -6270.80934 hartree
- Charge: +1
- Highest occupied orbital energy: -0.4354 Eh
- Gap between HOMO and LUMO: 7.9 eV
- Max |F|: 0.878 eV/A

Element x y z (Å)
Pd  0.55  0.90  -0.02
C  -0.24  -0.47  3.28
As  -0.31  1.45  3.12
C  -2.04  1.99  2.48
C  -0.16  2.15  4.89
S  1.30  2.13  1.89
H  -1.06  -0.83  3.91
H  0.72  -0.71  3.74
H  -0.29  -0.95  2.30
H  -2.82  1.49  3.06
H  -2.15  1.74  1.42
H  -2.11  3.07  2.60
H  -0.96  1.75  5.51
H  -0.23  3.24  4.84
H  0.81  1.87  5.30
F  2.44  2.61  -0.74
C  1.11  2.46  -1.03
F  0.48  3.60  -0.69
C  1.08  2.41  -2.57
F  1.80  1.38  -3.03
F  1.62  3.53  -3.06
F  -0.16  2.31  -3.05
C  -0.49  -0.54  -4.48
C  -0.50  -1.26  -3.14
As  -1.11  -0.24  -1.58
C  -1.94  -1.73  -0.61
C  -2.67  -1.42  0.68
C  -2.63  0.75  -2.27
C  -3.32  1.63  -1.24
H  -0.22  -1.24  -5.26
H  0.22  0.28  -4.51
H  -1.47  -0.14  -4.73
H  0.48  -1.66  -2.90
H  -1.19  -2.12  -3.19
H  -1.14  -2.46  -0.45
H  -2.62  -2.19  -1.34
H  -2.10  -0.75  1.33
H  -2.85  -2.34  1.24
H  -3.64  -0.96  0.50
H  -3.31  0.01  -2.72
H  -2.25  1.36  -3.09
H  -3.60  1.09  -0.34
H  -4.23  2.07  -1.65
H  -2.66  2.45  -0.95
N  6.15  -4.63  0.88
C  5.31  -3.85  0.77
C  4.26  -2.88  0.63
C  3.06  -3.22  0.02
C  2.09  -2.25  -0.09
N  2.24  -1.00  0.35
C  3.40  -0.68  0.94
C  4.44  -1.58  1.10
H  2.89  -4.22  -0.36
H  1.15  -2.48  -0.57
H  3.48  0.34  1.29
H  5.36  -1.27  1.57

8.
The following is a DFT calculation (the ωB97M-V functional and the def2-TZVPD basis) of a structure of composition C17H28BF4N3O20Tl.

Computed properties:
- ΔE to the lowest compared entry with this formula, charge and spin: 0.00 kcal/mol
- E_tot: -2929.60348 hartree
- Charge: +1
- Highest occupied orbital energy: -0.4849 Eh
- Gap between HOMO and LUMO: 2.7 eV
- Max |F|: 4.548 eV/A

Element x y z (Å)
Tl  2.48  2.68  -3.33
B  0.36  4.83  -2.94
H  1.43  5.15  -2.96
H  -0.02  4.80  -3.98
H  0.26  3.84  -2.43
H  -0.17  5.60  -2.34
C  0.48  -0.82  -0.35
C  0.98  0.19  -1.36
O  0.48  1.36  -1.36
O  1.85  0.02  -2.22
H  0.81  -1.83  -0.63
H  -0.61  -0.87  -0.38
H  0.84  -0.67  0.67
C  0.67  -2.03  -5.18
C  0.85  -2.57  -3.78
O  1.07  -3.95  -4.05
C  0.38  -4.23  -5.15
O  0.08  -5.37  -5.43
O  -0.03  -3.11  -5.78
F  -0.25  -2.42  -3.03
H  1.66  -1.80  -5.56
H  0.03  -1.15  -5.11
H  1.70  -2.11  -3.26
C  1.43  -1.19  5.82
C  0.21  -0.46  6.28
O  -0.52  -0.15  5.11
C  0.33  -0.34  4.04
O  0.01  -0.39  2.86
O  1.54  -0.71  4.51
F  0.58  0.64  6.92
H  1.35  -2.28  5.90
H  2.33  -0.92  6.36
H  -0.46  -1.00  6.96
C  -1.29  2.52  1.13
C  -0.29  3.60  1.03
O  0.33  3.57  2.32
C  -0.51  3.04  3.18
O  -0.27  2.84  4.36
O  -1.55  2.52  2.53
F  -0.96  4.79  0.86
H  -0.81  1.56  0.90
H  -2.18  2.54  0.49
H  0.42  3.41  0.23
C  4.08  -0.37  1.46
C  5.58  -0.26  1.05
O  5.44  0.76  0.02
C  4.26  1.31  0.06
O  3.79  2.08  -0.73
O  3.60  0.87  1.08
F  6.04  -1.40  0.61
H  3.94  -0.61  2.51
H  3.58  -1.16  0.92
H  6.22  0.00  1.90
C  -5.32  -0.54  -0.36
N  -4.18  -0.18  0.54
O  -4.29  -0.23  1.73
O  -3.11  0.05  -0.04
H  -4.93  -1.01  -1.26
H  -5.80  0.44  -0.46
H  -5.98  -1.19  0.21
C  -2.11  0.43  -3.06
N  -1.58  0.98  -4.38
O  -2.21  0.90  -5.37
O  -0.42  1.45  -4.32
H  -1.70  -0.58  -2.91
H  -3.18  0.29  -3.17
H  -1.90  1.06  -2.19
C  -1.66  -2.88  2.43
N  -2.72  -3.56  1.68
O  -2.98  -3.18  0.51
O  -3.23  -4.56  2.16
H  -0.79  -3.53  2.53
H  -2.10  -2.37  3.28
H  -1.30  -2.15  1.71